(1)
61
Properties=species:S:1:pos:R:3:forces:R:3 method="wB97M-V/def2-TZVPD" spin_multiplicity=3 s2=2.03 relative_energy_kcal_mol=0.0 total_energy_ha=-4842.776231 molar_mass_g_mol=524.40 orbital_gap_ev="8.25 / 8.67" charge=+2 e_homo_ev="-14.68 / -14.96"
V 0.05652 0.05446 0.66572 -0.8 -0.7 -1.5
C -2.72612 0.94786 2.65112 0.0 0.0 -0.1
C -1.97726 -0.16982 1.98236 -0.1 -0.1 0.2
C -0.87866 -0.75419 2.64410 -0.1 -0.2 0.5
C -0.57643 -0.33991 4.06268 0.0 0.0 0.0
C -0.18311 -1.82384 2.03511 0.1 -0.2 0.3
C 1.07620 -2.35353 2.67785 0.0 0.0 0.0
C -0.68891 -2.40264 0.84351 0.4 0.2 0.2
C -0.08043 -3.67015 0.30746 0.0 0.0 -0.1
C -1.80805 -1.83482 0.20438 0.1 0.0 0.0
C -2.33855 -2.45389 -1.06018 0.1 0.0 0.0
C -2.46732 -0.73154 0.78055 0.0 0.3 0.2
C -3.78349 -0.22965 0.25426 0.0 -0.1 0.0
H -3.49964 0.52937 3.30030 0.0 0.0 0.0
H -3.21414 1.60368 1.93542 0.0 0.0 0.0
H -2.06877 1.54819 3.27369 0.0 0.0 0.0
H -0.21248 0.68477 4.13520 0.0 -0.1 0.0
H 0.16146 -0.98604 4.52479 0.0 0.0 0.0
H -1.49586 -0.42112 4.64427 0.0 0.0 0.0
H 0.84485 -3.11596 3.42512 0.0 0.0 0.0
H 1.62009 -1.55337 3.17626 0.0 0.0 0.0
H 1.74580 -2.79268 1.94394 0.0 0.0 0.0
H 0.48456 -3.51056 -0.61393 0.0 0.0 0.0
H -0.87388 -4.38109 0.07604 0.0 0.0 0.0
H 0.58230 -4.13725 1.02608 0.0 0.0 0.0
H -3.15541 -3.14262 -0.83230 0.0 0.0 0.0
H -1.58002 -3.03248 -1.58344 0.0 0.0 0.0
H -2.73784 -1.70596 -1.74319 0.0 0.0 0.0
H -3.71822 0.79004 -0.11686 0.0 0.0 0.0
H -4.50603 -0.23020 1.07122 0.0 0.0 0.0
H -4.18153 -0.85586 -0.53612 0.0 0.0 0.0
C 4.45612 -0.60611 -0.67054 -0.1 0.0 -0.1
O 3.41316 -0.46610 -1.68135 -0.1 -0.1 -0.1
C 2.18714 -0.43154 -1.27306 -0.3 0.1 0.0
O 1.83501 -0.50581 -0.08165 0.5 -0.3 0.5
N 1.24852 -0.30297 -2.22421 0.2 -0.1 -0.1
N -0.07208 -0.20477 -1.75909 0.2 -0.1 -0.1
H 5.37550 -0.64329 -1.24250 0.0 0.0 0.1
H 4.29745 -1.52844 -0.11982 0.0 0.0 0.0
H 4.42469 0.25929 -0.01406 0.0 0.0 0.0
H 1.48759 -0.23048 -3.20642 -0.1 0.0 0.1
H -0.60303 -1.01481 -2.07064 0.0 0.1 0.0
H -0.50443 0.63906 -2.13073 0.1 -0.2 -0.1
F 0.26680 2.25146 -0.87068 0.0 0.4 0.0
C -0.78260 1.77118 -0.11162 0.1 0.8 0.0
F -1.16930 2.79961 0.67674 0.0 0.0 0.1
F -1.79790 1.64367 -1.01333 -0.3 0.0 0.0
C -0.27761 3.91580 3.54283 -0.1 0.0 0.1
As 1.26090 3.50218 2.48449 0.0 0.0 -0.1
C 2.78233 3.94369 3.55196 0.1 0.0 0.1
C 1.29456 4.67085 0.97192 0.0 0.1 -0.1
S 1.54671 1.42748 2.01822 0.1 -0.1 0.1
H -0.18945 4.95983 3.84870 0.0 0.0 0.0
H -0.28160 3.27993 4.42809 0.0 0.0 0.0
H -1.18449 3.77768 2.96169 0.0 0.0 0.0
H 2.69625 4.97716 3.88822 0.0 0.0 0.0
H 3.67996 3.82280 2.94637 0.0 0.0 0.1
H 2.81658 3.27189 4.40895 0.0 0.0 0.0
H 1.43270 5.68355 1.35404 0.0 0.0 -0.1
H 0.36430 4.60072 0.41611 0.1 0.0 0.0
H 2.13623 4.39426 0.33830 0.0 0.0 0.0


(2)
71
Properties=species:S:1:pos:R:3:forces:R:3 method="wB97M-V/def2-TZVPD" spin_multiplicity=1 relative_energy_kcal_mol=0.0 total_energy_ha=-4078.707463 molar_mass_g_mol=525.06 orbital_gap_ev=8.61 e_homo_ev=-8.60
C -4.61578 -0.47453 -1.25720 -0.1 -0.3 0.2
B -3.28718 -1.28928 -1.34269 0.0 0.2 -0.3
O -2.92976 -2.04782 -2.42055 0.2 -0.5 0.7
C -2.25296 -1.28699 -0.08899 -0.2 0.2 0.2
Br -0.41157 -1.22780 -0.72945 0.0 0.0 -0.1
C -2.45313 -0.07149 0.69297 0.2 0.0 0.0
N -2.64535 0.89859 1.27654 -0.1 0.0 0.0
C -2.59092 -2.54545 0.82166 0.2 -0.1 -0.2
C -3.77776 -3.22972 0.27758 0.3 0.1 0.2
N -4.68537 -3.78533 -0.14815 -0.3 -0.1 -0.2
C -1.47646 -3.59421 1.01952 -0.1 -0.1 0.2
B -0.46964 -3.29089 2.20248 0.2 0.0 0.0
O -0.22451 -2.01521 2.58574 -0.3 -0.3 -0.1
O 0.11388 -4.34923 2.90345 0.1 0.4 -0.2
H -5.13874 -0.69205 -0.32009 0.0 0.1 0.0
H -5.28900 -0.71559 -2.08088 0.0 0.1 0.0
H -4.40746 0.59967 -1.24426 0.0 0.0 -0.1
H -3.63503 -2.64735 -2.68439 -0.2 0.3 -0.5
H -2.88296 -2.16301 1.80131 0.0 0.1 0.0
H -0.95401 -3.77718 0.07743 0.0 0.0 0.0
H -1.95462 -4.54185 1.28392 0.0 0.0 -0.1
H 0.30020 -1.99222 3.39563 0.0 0.4 0.1
H 0.84762 -4.74701 2.43127 0.0 -0.3 0.0
C 3.29145 1.92077 7.66389 0.0 0.0 0.0
O 2.27748 2.78025 7.18933 0.0 -0.1 0.0
C 2.65451 3.57275 6.06957 0.0 0.1 0.0
C 1.85474 3.18678 4.84593 0.0 -0.1 0.0
N 2.22404 1.85787 4.38277 -0.1 0.0 0.1
C 1.37643 1.32977 3.31950 0.1 -0.1 0.0
C -0.08834 1.06149 3.63578 -0.1 0.0 -0.2
O -0.28963 0.01285 4.57295 0.1 0.0 0.1
C -0.26318 0.39450 5.93530 -0.1 -0.1 0.0
H 2.91320 1.44552 8.56732 0.0 0.0 0.0
H 3.54923 1.14293 6.93621 0.0 0.0 0.0
H 4.20093 2.47658 7.91431 0.0 0.0 0.0
H 3.72625 3.47190 5.87280 0.0 0.0 0.0
H 2.44981 4.61856 6.31491 0.0 0.0 0.0
H 2.05776 3.90771 4.04802 0.0 0.0 0.0
H 0.78959 3.26845 5.10567 0.0 0.1 0.0
H 2.19731 1.22219 5.17061 0.0 0.0 0.0
H 1.82022 0.38891 2.98186 0.0 0.0 0.0
H 1.42019 2.01945 2.47011 0.0 0.0 0.0
H -0.57016 0.73480 2.71515 0.0 0.0 0.0
H -0.61798 1.96200 3.96664 0.1 0.0 0.1
H -0.63195 1.41445 6.07245 0.0 0.0 0.0
H 0.73859 0.32300 6.36974 0.0 0.1 0.0
H -0.91485 -0.28900 6.48016 0.0 0.0 0.0
C 0.70423 -2.60791 -6.52119 0.0 0.0 0.0
O -0.27692 -1.70955 -6.05210 0.1 0.0 0.0
C -0.21980 -1.45499 -4.65070 -0.1 0.0 0.1
C 0.15599 -0.01555 -4.38477 0.1 0.1 -0.1
N 1.53541 0.24389 -4.77247 -0.1 0.0 -0.1
C 1.92911 1.64571 -4.71890 0.1 -0.1 0.0
C 1.23820 2.61492 -5.67070 0.0 0.1 0.1
O 1.53339 2.38618 -7.03549 0.0 -0.1 0.0
C 0.69208 1.46367 -7.69870 0.0 0.0 -0.1
H 0.49799 -2.78948 -7.57477 0.0 0.0 0.0
H 1.71822 -2.20319 -6.42472 0.0 0.0 0.0
H 0.66005 -3.56236 -5.98580 0.0 0.0 0.0
H 0.49504 -2.13012 -4.16914 0.0 0.0 0.0
H -1.20719 -1.65183 -4.22941 0.0 0.0 0.0
H 0.05062 0.18511 -3.31457 0.0 0.0 0.0
H -0.56369 0.62159 -4.91911 -0.1 0.0 0.1
H 1.67903 -0.10146 -5.71355 0.0 0.0 0.0
H 3.00215 1.69488 -4.91973 0.0 0.0 0.0
H 1.78100 2.00638 -3.69513 0.0 0.0 0.0
H 1.61022 3.61783 -5.44559 0.0 0.0 0.0
H 0.15180 2.63649 -5.51952 0.0 -0.1 0.0
H -0.32287 1.48087 -7.29060 0.0 0.0 0.0
H 1.07186 0.43919 -7.64354 0.0 0.0 0.0
H 0.65235 1.75315 -8.74871 0.0 0.0 0.0


(3)
78
Properties=species:S:1:pos:R:3:forces:R:3 method="wB97M-V/def2-TZVPD" spin_multiplicity=1 relative_energy_kcal_mol=0.0 total_energy_ha=-2729.197178 molar_mass_g_mol=753.92 orbital_gap_ev=7.96 charge=-1 e_homo_ev=-6.00
O -5.69379 1.24180 5.39280 -0.7 2.9 -3.2
C -5.81607 2.06570 4.44557 1.4 -1.2 0.0
O -4.83168 2.24484 3.42996 -2.9 0.0 3.0
In -3.55077 3.77218 4.17518 0.7 0.2 1.0
Cl -1.98152 4.52222 2.39736 -0.3 -0.2 0.4
C -7.14164 2.98063 4.24994 -1.2 0.8 -0.3
C -8.25511 2.36771 3.36132 -0.6 4.4 1.7
C -9.51813 3.23869 3.12133 2.7 0.9 1.9
C -9.65927 4.66178 3.76009 3.0 -2.3 0.5
C -8.50630 5.21481 4.64024 0.5 -3.2 -1.3
C -7.21047 4.37850 4.91913 -3.8 -1.5 -2.6
H -2.60557 2.97696 5.50921 -0.3 0.3 -0.8
H -4.42065 5.22339 4.75126 0.2 -0.4 -0.4
H -8.12661 1.34029 2.89044 -0.2 1.7 0.8
H -10.32797 2.79259 2.45576 1.1 0.9 1.1
H -10.62142 5.25625 3.56459 1.8 -0.9 0.4
H -8.55941 6.25057 5.10421 -0.1 -1.5 -0.7
H -6.37526 4.79377 5.57394 -1.4 -0.8 -1.2
F 1.64536 1.97736 3.43476 0.1 0.1 0.0
C 0.98533 0.92279 2.93254 -0.4 -0.6 -0.3
C -0.31103 1.08747 2.46953 -0.1 0.2 0.0
C -0.99249 -0.00549 1.94422 0.4 -0.1 0.1
C -0.37399 -1.25329 1.89767 0.0 -0.1 0.0
C 0.92607 -1.40786 2.36973 -0.3 0.2 0.0
C 1.61253 -0.31267 2.88520 0.2 0.0 0.1
H -0.77996 2.06423 2.52085 0.0 0.0 0.0
H -2.00452 0.11403 1.57219 0.1 0.0 0.1
H -0.90841 -2.10639 1.49150 0.1 0.1 0.0
H 1.40507 -2.38102 2.33614 0.0 0.1 0.0
H 2.62877 -0.41273 3.24882 0.0 0.0 0.0
F 3.93086 -1.97191 0.65912 0.1 -0.1 0.2
C 3.62038 -1.48024 -0.55364 -0.3 0.4 -0.9
C 4.37922 -1.85127 -1.65265 0.2 -0.2 0.1
C 4.05499 -1.34658 -2.90830 -0.3 0.2 0.2
C 2.98251 -0.46853 -3.04817 0.0 0.0 0.1
C 2.23080 -0.09949 -1.93555 0.3 -0.2 0.0
C 2.54778 -0.61245 -0.68196 -0.1 0.1 0.2
H 5.21523 -2.52917 -1.52294 -0.1 0.0 0.0
H 4.63747 -1.63643 -3.77657 0.0 0.0 0.1
H 2.73381 -0.07319 -4.02328 0.0 0.0 0.3
H 1.39822 0.58750 -2.04482 0.1 -0.1 0.1
H 1.96816 -0.34288 0.19298 0.1 0.0 0.0
F 3.74946 -7.30702 1.92185 -0.1 -0.1 -0.1
C 4.57284 -6.39891 2.46946 0.5 0.6 0.3
C 5.60328 -6.82418 3.29341 0.0 -0.2 0.0
C 6.45963 -5.88374 3.85682 -0.2 0.2 -0.2
C 6.26899 -4.52836 3.59834 0.0 0.0 0.0
C 5.22760 -4.11274 2.77324 0.1 -0.2 0.1
C 4.37776 -5.05326 2.20077 -0.2 0.0 -0.1
H 5.73084 -7.88246 3.48956 0.0 0.0 0.0
H 7.27398 -6.20604 4.49696 -0.1 0.0 -0.1
H 6.93493 -3.79497 4.04188 -0.1 -0.1 0.0
H 5.07789 -3.05686 2.57608 0.0 -0.1 0.0
H 3.56744 -4.74808 1.54895 0.0 0.0 0.0
F 2.82910 -0.19056 -6.01559 0.0 0.1 -0.3
C 3.36415 -1.10185 -6.84294 0.3 -0.6 -0.5
C 2.54622 -1.76864 -7.74140 -0.2 0.1 0.0
C 3.10177 -2.70950 -8.60221 0.3 0.1 0.2
C 4.46703 -2.98036 -8.54717 0.0 0.0 0.0
C 5.27771 -2.30794 -7.63723 -0.3 0.0 -0.1
C 4.72473 -1.35904 -6.78367 0.1 0.1 0.1
H 1.48489 -1.55052 -7.76389 0.1 0.0 0.0
H 2.47212 -3.23167 -9.31455 0.0 0.1 0.1
H 4.89885 -3.71787 -9.21624 0.0 0.1 0.1
H 6.34011 -2.52289 -7.59274 -0.1 0.1 0.0
H 5.34226 -0.81949 -6.07500 -0.1 0.0 0.0
F -2.47849 0.50572 -2.35564 0.0 -0.2 -0.1
C -2.57318 1.84263 -2.24840 -0.1 0.9 0.1
C -2.41021 2.43976 -1.00794 0.0 -0.1 0.0
C -2.50304 3.82319 -0.89764 0.0 0.1 -0.3
C -2.76870 4.59293 -2.02859 0.0 -0.1 -0.1
C -2.93555 3.98206 -3.26844 0.1 0.0 0.3
C -2.83178 2.59920 -3.38075 0.0 -0.2 -0.2
H -2.21230 1.82412 -0.13817 0.0 0.1 0.0
H -2.36899 4.30074 0.06895 -0.1 -0.2 -0.2
H -2.84540 5.67215 -1.94119 0.0 -0.1 0.0
H -3.14643 4.58275 -4.14730 0.0 -0.1 0.0
H -2.94998 2.10720 -4.33933 0.0 0.0 0.1


(4)
31
Properties=species:S:1:pos:R:3:forces:R:3 method="wB97M-V/def2-TZVPD" spin_multiplicity=4 s2=3.77 relative_energy_kcal_mol=29.5 total_energy_ha=-4109.933083 molar_mass_g_mol=313.09 orbital_gap_ev="5.84 / 6.95" e_homo_ev="-5.73 / -8.64"
V 1.13376 0.20517 0.17103 1.9 5.1 -0.3
O -1.87002 4.75537 -0.76740 0.0 0.3 0.7
C -1.05484 3.87954 -0.10623 0.0 0.4 -0.3
C -0.75226 3.83274 1.27225 -0.9 1.6 1.1
C 0.18908 2.93601 1.72496 0.3 -1.4 -3.0
N 0.53334 1.93472 0.84809 -1.4 2.0 1.2
C 0.00652 1.79735 -0.41836 2.3 1.4 1.1
Br 2.94823 -0.02981 -1.34532 1.0 0.0 -0.4
C -0.47064 2.97703 -0.97014 -0.5 -2.0 1.5
H -2.30414 5.40687 -0.20465 0.2 -0.1 0.3
H -1.19417 4.52139 2.03934 0.3 -0.4 -1.1
H 0.74992 3.01223 2.63344 -0.1 0.0 0.6
H -0.59580 2.96261 -1.99849 -0.6 0.6 -1.8
N 1.80656 -0.10047 2.01601 -0.2 0.6 2.3
H 1.78722 0.84971 2.44542 0.6 -1.4 -0.2
H 2.68426 -0.52792 1.94588 2.3 0.1 -0.1
H 1.35344 -0.78248 2.60853 -0.9 0.3 0.1
C 0.92935 -2.99612 -1.44355 -0.4 -0.8 -1.5
C -0.25785 -2.42909 -0.63341 0.9 2.3 -1.3
C -0.74515 -3.45358 0.38514 -0.2 0.3 -0.3
C -1.34129 -1.84198 -1.59805 -0.4 0.2 0.6
N 0.25973 -1.15751 -0.02419 -4.5 -8.7 -1.4
H 0.58022 -3.99545 -1.83355 0.3 0.9 0.1
H 1.80977 -3.21937 -0.85549 0.1 0.2 0.4
H 1.25728 -2.35128 -2.30473 -0.5 -0.5 1.0
H -1.44494 -4.20782 0.01114 0.0 0.4 -0.4
H -1.22482 -2.90998 1.17877 -0.3 0.0 0.6
H 0.08726 -4.02361 0.76117 0.5 0.0 0.4
H -1.73233 -2.54023 -2.31647 -0.5 -1.0 0.2
H -0.97678 -1.05708 -2.29636 0.2 -0.1 1.1
H -2.15090 -1.44694 -0.92478 0.5 -0.2 -1.0